1.
A structure of composition C11H25ClHoIN3O2P at a distorted geometry. Source: the OMol25 dataset; level of theory: ωB97M-V/def2-TZVPD.

The geometry in XYZ format:
```
45
C11H25ClHoIN3O2P (ωB97M-V/def2-TZVPD)
C 0.6817 -1.4032 -2.6729
C 1.4189 -1.9028 -1.4633
H 0.0878 -2.1866 -3.1843
H 1.3897 -0.9676 -3.3996
H -0.0326 -0.5916 -2.4110
O 1.3388 -1.0808 -0.4234
I 1.2415 -4.2060 -0.1660
Ho 0.5148 0.6404 0.8742
P 2.8602 -3.0463 -1.8748
C 2.4495 -4.4764 -2.9644
C 3.7626 -2.1709 -3.2471
H 4.4234 -2.0416 -0.3953
H 5.1418 -3.4922 -1.1471
H 4.0474 -3.6833 0.2791
C 4.2425 -3.0994 -0.6454
H 4.0542 -1.1446 -2.9191
H 4.6836 -2.7134 -3.5408
H 3.3824 -4.9690 -3.2573
H 2.0114 -4.0952 -3.8994
H 3.1789 -2.0792 -4.1710
H 1.7659 -5.2253 -2.5444
C -1.4926 -2.2329 -0.2352
O -1.5328 -2.7634 -1.2504
Cl 1.6521 0.8685 3.0066
C -1.4613 5.0912 1.8875
N -2.2413 3.8773 2.1179
C -3.2939 4.0122 3.1089
C -1.8292 2.6959 1.6384
N -0.6675 2.5583 0.9697
N -2.5616 1.5790 1.8508
C -4.0062 1.5637 2.0023
C -1.9470 0.3022 1.4391
H -2.0092 5.9135 2.3701
H -1.3364 5.3087 0.8124
H -0.4611 5.0236 2.3515
H -4.2918 3.9793 2.6493
H -3.2262 3.2342 3.8804
H -3.1668 4.9803 3.5925
H -0.1586 3.4390 0.8671
H -4.3846 0.6546 1.5083
H -4.3075 1.5411 3.0622
H -4.4731 2.4172 1.5020
H -1.7495 0.3459 0.3243
H -1.0381 0.0598 2.1192
H -2.6603 -0.5143 1.5982
```

Calculated values
Frontier orbital gap (alpha / beta): 0.2775 / 0.2812 Ha
⟨S²⟩: 6.0042
Multiplicity: 5
LUMO level (alpha / beta): -6.8 / -6.8 eV
Charge: +2

***

2.
A structure of composition C11H25ClO4Si2. Source: the OMol25 dataset; level of theory: ωB97M-V/def2-TZVPD.

The geometry in XYZ format:
```
43
C11H25ClO4Si2 (ωB97M-V/def2-TZVPD)
Cl 4.6658 -5.1633 0.6349
Si 4.7242 -4.1129 -1.1272
O 4.0276 -2.6479 -0.9385
Si 2.3634 -2.4897 -0.8324
C 1.9521 -1.2891 0.5280
C 0.5034 -0.7578 0.4823
C -0.5216 -1.7463 -0.0142
C -1.1653 -1.5485 -1.2302
C -2.1160 -2.4542 -1.6957
C -2.4226 -3.5798 -0.9494
C -1.7892 -3.7913 0.2697
C -0.8515 -2.8765 0.7337
H 6.1439 -3.9408 -1.4606
H 4.0327 -4.8840 -2.1727
H 1.8078 -2.0546 -2.1298
H 1.8218 -3.8349 -0.5271
H 2.6385 -0.4406 0.4632
H 2.1450 -1.7850 1.4856
H 0.2278 -0.3946 1.4787
H 0.4993 0.1191 -0.1711
H -0.9356 -0.6709 -1.8280
H -2.6214 -2.2776 -2.6390
H -3.1547 -4.2935 -1.3078
H -2.0255 -4.6693 0.8596
H -0.3503 -3.0344 1.6836
C 0.9282 3.0214 0.6963
O 1.6357 2.3995 -0.3785
H 0.4388 2.2270 1.2554
H 1.6102 3.5539 1.3648
H 0.1719 3.7164 0.3289
H 2.0697 3.0866 -0.8904
C -1.7324 6.5150 1.2473
O -1.0262 5.9725 0.1374
H -2.1862 5.6774 1.7713
H -1.0644 7.0379 1.9365
H -2.5236 7.1982 0.9287
H -0.6174 6.6972 -0.3431
C -3.0498 1.4386 0.1239
O -2.5079 1.2215 1.4212
H -3.4503 2.4492 0.0990
H -2.2783 1.3462 -0.6454
H -3.8585 0.7353 -0.0917
H -2.1590 0.3246 1.4428
```

Calculated values
Frontier orbital gap: 0.3621 Ha
LUMO level: 0.6 eV

***

3.
A structure of composition C11H25DyN5O7 at a distorted geometry. Source: the OMol25 dataset; level of theory: ωB97M-V/def2-TZVPD.

The geometry in XYZ format:
```
49
C11H25DyN5O7 (ωB97M-V/def2-TZVPD)
O 1.4740 -0.8429 -4.8339
H 1.3092 -0.4704 -5.7116
Dy -0.0399 -0.1217 -0.1653
N 1.4480 -0.1110 1.5417
N 1.3201 -1.7150 -0.6161
N -1.2971 1.4229 0.7940
N -1.4627 0.1912 -1.6901
O 1.3286 0.6040 2.6273
O -1.2583 1.8752 2.1281
O -1.5007 -0.6822 -2.8114
O 0.8689 -2.5089 -1.5413
C 2.1137 -2.1051 0.3989
C 2.1921 -1.2437 1.5536
C -2.4712 1.4730 0.1150
C -2.5752 0.7448 -1.1514
C 3.0628 -1.4872 2.7346
H 2.4658 -1.5634 3.6675
H 3.7372 -0.6153 2.8621
H 3.6584 -2.4036 2.5904
C 2.8838 -3.3352 0.1179
H 3.3389 -3.2197 -0.8865
H 2.1802 -4.1827 0.0178
H 3.6483 -3.5158 0.8825
C -3.6014 2.3207 0.5934
C -3.8131 0.7450 -1.9698
H -3.2211 3.0636 1.3132
H -4.3859 1.7210 1.0935
H -4.0699 2.8452 -0.2612
H -3.8003 -0.1475 -2.6148
H -3.8076 1.6299 -2.6376
H -4.7272 0.7615 -1.3527
H -0.3555 1.6377 2.4981
H -0.6503 -1.2044 -2.8159
C 1.7681 0.2308 -3.9379
H 2.1973 -0.2570 -3.0592
H 0.8298 0.6860 -3.6016
H 2.4513 0.9876 -4.3558
O 1.1744 1.8602 -0.3456
H 0.4548 2.4063 0.0650
H 1.7109 1.7313 0.4782
C -1.2023 -1.4644 3.1284
C -1.6464 -2.1418 1.8745
N -2.4490 -3.2079 1.9740
O -1.3067 -1.7717 0.7266
H -1.6369 -1.9582 4.0067
H -1.4894 -0.3992 3.1144
H -0.1031 -1.4916 3.2040
H -2.7297 -3.6369 1.1075
H -2.7460 -3.5616 2.8625
```

Calculated values
Frontier orbital gap (alpha / beta): 0.1711 / 0.1696 Ha
⟨S²⟩: 9.4835
Multiplicity: 6
LUMO level (alpha / beta): -5.2 / -5.2 eV
Charge: +1

***

4.
A structure of composition C11H25F6N3O2PPt. Source: the OMol25 dataset; level of theory: ωB97M-V/def2-TZVPD.

The geometry in XYZ format:
```
49
C11H25F6N3O2PPt (ωB97M-V/def2-TZVPD)
Pt 0.4675 0.2639 -0.2402
N 0.3378 0.8438 -2.2042
C 0.2422 2.3346 -2.0960
C -0.7905 2.7441 -1.0329
N -0.7649 1.8254 0.1396
C -0.4996 2.3436 1.5171
C 0.7288 1.6786 2.1508
N 0.7909 0.2306 1.7739
H 1.1657 0.5697 -2.7282
H -0.4680 0.4499 -2.6841
H -0.0110 2.7789 -3.0601
H 1.2310 2.6876 -1.8096
H -1.7970 2.7298 -1.4534
H -0.5853 3.7675 -0.7187
H -1.6758 1.3354 0.1996
H -1.3879 2.1460 2.1181
H -0.3499 3.4230 1.4977
H 0.7118 1.7995 3.2354
H 1.6391 2.1398 1.7727
H 0.0847 -0.3203 2.2567
H 1.6975 -0.1755 1.9971
C 0.2032 -2.6494 -1.7234
C 1.4086 -2.4873 -0.7950
O 1.7989 -1.1864 -0.5550
C 1.0806 -3.1607 0.5608
F 2.0654 -3.0263 1.4509
F -0.0124 -2.5464 1.1085
F 0.7756 -4.4557 0.4674
C 2.6259 -3.1675 -1.4597
F 2.8701 -2.5683 -2.6388
F 2.4113 -4.4659 -1.7121
F 3.7280 -3.0688 -0.7199
H -0.6683 -2.1710 -1.2764
H -0.0195 -3.6992 -1.9112
H 0.4198 -2.1692 -2.6769
C -3.7244 -2.3343 0.3627
P -3.9455 -0.6933 1.0532
C -5.6528 -0.2288 0.7618
C -3.7715 -0.8784 2.8317
O -2.9720 0.2952 0.4800
H -4.4497 -3.0365 0.7748
H -2.7186 -2.6864 0.5946
H -3.8490 -2.2885 -0.7194
H -6.3371 -0.9630 1.1874
H -5.8297 -0.1535 -0.3109
H -5.8429 0.7431 1.2169
H -4.4947 -1.5955 3.2213
H -3.9324 0.0846 3.3167
H -2.7680 -1.2363 3.0644
```

Calculated values
Frontier orbital gap: 0.3542 Ha
LUMO level: -2.4 eV
Charge: +1

***

5.
A structure of composition C11H25O3PReS7Sb2 at a distorted geometry. Source: the OMol25 dataset; level of theory: ωB97M-V/def2-TZVPD.

The geometry in XYZ format:
```
50
C11H25O3PReS7Sb2 (ωB97M-V/def2-TZVPD)
Re 10.0685 9.1836 7.4525
S 13.5279 7.9204 10.0160
Sb 13.5128 9.8552 8.7129
S 11.1002 10.5073 8.9754
S 12.3511 8.7850 6.6231
S 12.7507 10.3828 5.1542
Sb 10.4908 11.1894 5.4282
S 9.3327 8.9209 5.2829
S 10.8532 12.2383 7.6533
S 9.6047 12.7897 4.0794
C 10.2387 5.1647 9.0531
C 9.6129 6.5804 9.3802
C 8.0725 6.4870 9.3760
C 10.1488 7.0446 10.7772
C 10.1456 7.5003 8.2823
H 10.0247 4.3984 9.7712
H 11.3149 5.2788 8.9356
H 9.8660 4.8486 8.0768
H 7.6951 5.6326 9.9346
H 7.7770 6.3333 8.3369
H 7.5698 7.3908 9.7616
H 10.1224 6.2706 11.5268
H 9.6162 7.9228 11.1585
H 11.2025 7.3277 10.6385
H 10.9982 7.0313 7.7423
C 5.5165 8.6899 5.7494
C 6.2500 8.2771 7.0043
O 6.6137 9.3995 7.8679
P 7.9182 10.2884 7.9051
O 7.7781 11.1829 9.2276
C 7.6435 10.6176 10.5657
C 6.1928 10.6486 11.0052
O 7.7011 11.3231 6.7257
C 7.0247 12.5946 6.5884
C 5.6193 12.3672 6.1324
H 5.2456 7.7781 5.2238
H 6.1577 9.2719 5.0833
H 4.5870 9.2334 5.9661
H 7.1578 7.7022 6.7623
H 5.6097 7.6483 7.6392
H 8.2804 11.2312 11.2013
H 8.0554 9.5926 10.5540
H 5.8432 11.6726 11.0775
H 6.1349 10.2122 11.9999
H 5.5445 10.0847 10.3004
H 7.6055 13.0948 5.7991
H 7.0952 13.1265 7.5275
H 5.6338 11.8482 5.1677
H 5.1286 13.3432 6.0080
H 5.0312 11.7813 6.8436
```

Calculated values
Frontier orbital gap (alpha / beta): 0.2117 / 0.2064 Ha
⟨S²⟩: 0.7650
Multiplicity: 2
LUMO level (alpha / beta): -2.0 / -2.0 eV

***

6.
A structure of composition C11H26B2F2N3O14Tl2 at a distorted geometry. Source: the OMol25 dataset; level of theory: ωB97M-V/def2-TZVPD.

The geometry in XYZ format:
```
60
C11H26B2F2N3O14Tl2 (ωB97M-V/def2-TZVPD)
Tl 17.8580 10.0228 6.0834
Tl 13.4199 10.8724 8.1411
B 16.3756 10.0551 8.6404
H 16.2862 11.0668 8.0301
H 16.0699 9.0504 7.9104
H 17.4323 9.8534 9.1422
H 15.5625 10.0734 9.5304
B 14.8988 9.3274 6.1111
H 15.5514 9.2753 5.1009
H 13.7178 9.2808 6.1210
H 15.3049 8.3272 6.6879
H 15.2356 10.3926 6.6348
C 15.8368 14.9144 6.1517
C 16.0517 13.4583 6.0759
O 17.0256 12.8881 5.5496
O 15.2118 12.6542 6.5933
H 15.3118 15.1190 7.0923
H 15.1836 15.2565 5.3475
H 16.8034 15.4253 6.1459
C 17.3115 5.8727 8.8227
C 17.3259 6.9364 9.9158
O 17.7287 6.2428 11.0380
C 17.4850 4.9144 10.8387
O 17.6362 4.0507 11.6241
O 17.0949 4.6769 9.5517
F 15.9867 7.3149 10.0177
H 18.3591 5.7947 8.4922
H 16.5571 5.9759 8.0510
H 17.9161 7.7996 9.6240
C 15.8555 15.9178 10.1690
C 15.7769 15.6469 11.6819
O 15.9642 14.2566 11.7251
C 15.5220 13.7096 10.6082
O 15.2471 12.5515 10.4568
O 15.4492 14.6244 9.6318
F 14.5211 15.9188 12.1502
H 16.8742 16.1896 9.9073
H 15.0776 16.6297 9.9104
H 16.4253 16.2551 12.3060
C 17.1848 10.1271 12.8518
N 17.2296 11.4811 13.4373
O 16.2365 11.9694 13.9274
O 18.3146 12.0393 13.4980
H 18.1541 9.7197 12.5770
H 16.7508 10.2735 11.8527
H 16.5582 9.4998 13.4767
C 20.7685 11.6575 9.9537
N 19.4504 12.2261 9.5165
O 19.1302 12.0136 8.3493
O 18.7283 12.7505 10.3283
H 21.1636 11.1032 9.1136
H 20.5216 11.0225 10.8019
H 21.4132 12.4651 10.2900
C 12.7658 11.9474 12.6772
N 13.0566 10.5603 12.2545
O 13.5394 10.3922 11.1190
O 12.8177 9.6349 12.9651
H 11.7209 11.9886 12.9867
H 12.9743 12.6459 11.8809
H 13.3147 12.1312 13.6007
```

Calculated values
Frontier orbital gap: 0.0605 Ha
LUMO level: -16.3 eV
Charge: +3

***

7.
A structure of composition C11H26BrCl2CuNO5P at a distorted geometry. Source: the OMol25 dataset; level of theory: ωB97M-V/def2-TZVPD.

The geometry in XYZ format:
```
48
C11H26BrCl2CuNO5P (ωB97M-V/def2-TZVPD)
Cu -0.7562 -2.1642 -2.3632
Br 0.9859 -0.0949 -2.2418
C -1.9638 1.4099 -4.2963
O -2.8876 0.9195 -4.9224
N -1.9386 2.6621 -3.7961
C -3.0405 3.5942 -3.9976
C -0.7444 3.1347 -3.0950
H -1.0207 0.8792 -4.1123
H -3.8163 3.0165 -4.4912
H -2.7186 4.4001 -4.6614
H -3.3175 4.0639 -3.0551
H -0.5034 4.1969 -3.1279
H -1.0592 3.0492 -2.0418
H 0.1096 2.4826 -3.2478
Cl 1.1843 3.0670 2.3805
C 0.7454 2.4570 0.7531
C 1.6872 3.0139 -0.3124
Cl 1.5808 4.7473 -0.5449
H -0.2218 2.8628 0.4461
H 0.6278 1.3783 0.7428
H 1.4241 2.5372 -1.2552
H 2.7357 2.7791 -0.1367
C 3.2686 -0.7774 1.9345
C 2.4684 -1.3230 0.7585
O 1.6570 -2.4463 1.1463
P 0.0754 -2.3408 1.1393
O -0.6316 -2.5532 -0.1554
O -0.3615 -3.4153 2.2645
C -0.0277 -4.7905 2.1667
C 1.3905 -5.1283 2.6934
O -0.2726 -0.9790 1.8066
C -1.6596 -0.8259 2.2383
C -2.1745 0.4878 1.6616
H 4.2510 -1.1905 2.1782
H 3.4460 0.2902 1.7956
H 2.7104 -0.9371 2.8630
H 1.8771 -0.4883 0.3911
H 3.1555 -1.6905 -0.0020
H -0.6954 -5.4987 2.6464
H 0.0344 -5.0932 1.1144
H 1.3510 -4.9881 3.7849
H 1.7075 -6.1335 2.4360
H 2.1631 -4.3891 2.4981
H -2.3389 -1.6319 1.9354
H -1.7060 -0.9541 3.3208
H -2.2117 0.4663 0.5784
H -3.1084 0.6929 2.1879
H -1.4603 1.2449 1.9940
```

Calculated values
Frontier orbital gap: 0.2881 Ha
LUMO level: -1.0 eV

***

8.
A structure of composition C11H26CsN8O2S at a distorted geometry. Source: the OMol25 dataset; level of theory: ωB97M-V/def2-TZVPD.

The geometry in XYZ format:
```
49
C11H26CsN8O2S (ωB97M-V/def2-TZVPD)
Cs 0.5965 -0.5247 -0.1037
C -0.6617 -1.4376 -5.8423
O -0.2046 -1.6873 -4.5077
C -0.2181 -0.7317 -3.5829
O 0.1845 -0.9740 -2.4559
N -0.6805 0.4894 -3.9590
N -0.7539 1.5034 -3.0023
H -0.5231 -2.3690 -6.3772
H -0.0670 -0.6592 -6.3214
H -1.7215 -1.1795 -5.8527
H -1.0792 0.6328 -4.8702
H -1.7194 1.7648 -2.8471
H -0.2360 2.3109 -3.3214
C -2.3079 -1.5568 1.9963
N -1.6013 -0.2665 2.1230
C -2.6267 0.7957 2.1731
N -3.5719 0.6092 3.2679
C -4.2182 -0.6973 3.1013
N -3.2448 -1.7970 3.0871
C -2.4959 -1.7609 4.3498
N -1.8101 -0.4794 4.5466
C -0.9017 -0.2663 3.4260
C -2.8176 0.5879 4.5277
H -1.5721 -2.3660 1.9839
H -2.8579 -1.5661 1.0520
H -3.1736 0.7989 1.2279
H -2.1262 1.7580 2.2926
H -4.7757 -0.7034 2.1631
H -4.9185 -0.8549 3.9216
H -1.7578 -2.5647 4.3495
H -3.1869 -1.9256 5.1767
H -0.1489 -1.0589 3.4261
H -0.3977 0.6936 3.5542
H -2.3213 1.5499 4.6634
H -3.5119 0.4356 5.3542
C 5.4761 -0.8214 -1.7577
N 4.6218 -0.3746 -0.6721
C 4.0548 0.8451 -0.5738
S 3.0457 1.2057 0.7356
N 4.3408 1.6967 -1.5702
C 3.9034 3.0820 -1.6486
H 5.7335 -1.8618 -1.5861
H 6.4084 -0.2532 -1.8080
H 4.9621 -0.7535 -2.7181
H 4.4783 -0.9717 0.1223
H 5.0187 1.4015 -2.2522
H 3.4118 3.3482 -0.7195
H 3.2084 3.2231 -2.4761
H 4.7647 3.7310 -1.7952
```

Calculated values
Frontier orbital gap: 0.3086 Ha
LUMO level: -2.5 eV
Charge: +1

***

9.
A structure of composition C11H26FNNbO5Y at a distorted geometry. Source: the OMol25 dataset; level of theory: ωB97M-V/def2-TZVPD.

The geometry in XYZ format:
```
46
C11H26FNNbO5Y (ωB97M-V/def2-TZVPD)
C -2.6381 4.4521 -1.6844
C -1.3701 4.6186 -2.4948
O -0.2180 4.0110 -1.9877
C -0.2136 2.5895 -2.0619
C 1.2386 2.1810 -1.8782
O 1.4318 0.8053 -2.2619
C 1.9806 -0.0674 -1.3874
Nb 0.0847 -0.8110 -0.3131
F 0.4667 0.7138 0.6874
C 0.0921 -2.2457 -1.9056
C -0.8932 -3.3176 -1.5542
N -0.8807 -4.0518 -0.5172
C -1.8727 -1.2912 0.8563
O -1.1280 -1.9866 1.6609
C -0.6143 -1.3735 2.9651
O 0.1410 -2.3172 3.5261
C 1.4904 -1.9492 3.8634
C 2.2130 -3.1769 4.4412
O 1.5782 -4.3681 4.0314
H -2.5103 4.8249 -0.6673
H -3.4749 4.9608 -2.1668
H -2.8858 3.3903 -1.6261
H -1.1161 5.7004 -2.5557
H -1.5377 4.2749 -3.5304
H -0.5751 2.2338 -3.0350
H -0.8353 2.1578 -1.2712
H 1.8546 2.7709 -2.5600
H 1.5937 2.3501 -0.8601
H 2.3828 -0.9593 -1.8563
H 2.6587 0.3273 -0.6302
H 1.0662 -1.8822 0.8272
H -1.2969 0.0678 -1.1557
H -0.1139 -1.8017 -2.8880
H 1.0973 -2.6833 -1.9914
H -1.7030 -3.4753 -2.2711
H -0.0804 -3.8708 0.0943
H -2.5797 -1.8152 0.2162
H -2.2438 -0.3205 1.1988
H -1.5226 -1.1635 3.5389
H -0.0890 -0.4441 2.7236
H 1.4770 -1.1505 4.6097
H 2.0059 -1.5921 2.9640
H 2.2453 -3.1112 5.5325
H 3.2496 -3.1442 4.0924
H 2.2336 -4.9895 3.7031
Y -0.5591 7.4343 -3.6787
```

Calculated values
Frontier orbital gap: 0.1836 Ha
LUMO level: -8.1 eV
Charge: +2

***

10.
A structure of composition C11H26LaN4O7S at a distorted geometry. Source: the OMol25 dataset; level of theory: ωB97M-V/def2-TZVPD.

The geometry in XYZ format:
```
50
C11H26LaN4O7S (ωB97M-V/def2-TZVPD)
O -2.5624 1.9028 -1.4097
H -3.5076 2.1324 -1.4531
La -0.7908 1.0882 0.0261
N -0.8897 -1.4994 0.7424
N -2.6876 0.1653 1.2453
N 1.2291 0.0287 -1.0912
N 0.1493 2.1893 -2.0700
O -0.0929 -2.4415 0.2796
O 1.8571 -1.0710 -0.5496
O -0.3556 3.2820 -2.7980
O -2.6779 1.4056 1.6627
C -2.6224 -0.8496 2.1558
C -1.6954 -1.8589 1.7902
C 1.9426 0.6506 -2.0556
C 1.3564 1.8701 -2.5409
C -1.5751 -3.1327 2.5525
H -1.0716 -2.9712 3.5194
H -1.0039 -3.8671 1.9763
H -2.5744 -3.5391 2.7631
C -3.3941 -0.8455 3.4204
H -3.9954 0.0679 3.4814
H -2.7233 -0.8859 4.2927
H -4.0618 -1.7177 3.4774
C 3.2306 0.1296 -2.5979
C 1.9351 2.7639 -3.5726
H 3.3050 -0.9493 -2.4315
H 4.0923 0.6206 -2.1206
H 3.2929 0.3279 -3.6750
H 1.9606 3.8015 -3.2178
H 1.3400 2.7444 -4.4960
H 2.9566 2.4592 -3.8168
H 1.0633 -1.6724 -0.2180
H -1.2953 3.3331 -2.5456
C -2.3710 0.3704 -1.7707
H -2.6083 -0.2789 -0.9035
H -1.3570 0.2224 -2.1903
H -3.0944 0.1576 -2.5652
O -1.5186 -3.4533 -1.9467
H -0.9487 -3.9000 -2.5931
H -0.9110 -3.1879 -1.2144
C 3.3069 1.2424 1.5782
S 1.8726 1.5005 2.6228
C 1.5451 -0.2151 3.0395
O 0.7452 1.8977 1.6487
H 3.0710 0.5313 0.7754
H 4.1137 0.8705 2.2188
H 3.5873 2.2184 1.1649
H 0.6367 -0.2380 3.6549
H 1.3995 -0.8161 2.1323
H 2.3974 -0.5837 3.6227
```

Calculated values
Frontier orbital gap (alpha / beta): 0.2024 / 0.2095 Ha
LUMO level (alpha / beta): -4.3 / -4.3 eV
Charge: +1